Molecular formula: C2H3NS3
Method: DFT, ωB97M-V/def2-TZVPD

Each line ends with the Löwdin charge.
Cartesian coordinates (Å):
C (0.818, -1.512, 1.743)  -1.45
C (-1.072, 0.602, -1.112)  -0.05
N (0.069, 0.946, -0.596)  -0.61
S (1.056, -2.690, 0.768)  0.72
S (0.579, -0.322, 2.711)  0.70
S (1.575, 0.458, -1.031)  0.46
H (-1.084, -0.089, -1.936)  0.07
H (-1.994, 1.009, -0.737)  0.08
H (0.051, 1.598, 0.190)  0.08

Summary:
* HOMO level (alpha / beta): -8.06 / -8.06 eV
* 2S+1: 1
* total energy: -36116.7936 eV
* energy above the lowest of the compared OMol25 structures with the same formula, charge and spin: 1.332 eV

Molecular formula: C2H3NS3
Method: DFT, ωB97M-V/def2-TZVPD

Each line ends with the Löwdin charge.
Cartesian coordinates (Å):
C (0.227, 0.355, 1.324)  -0.89
C (0.810, -0.431, -0.579)  -1.17
N (-0.932, 0.782, 1.109)  0.07
S (1.333, 0.140, 2.451)  0.65
S (-0.188, -0.318, -1.805)  0.63
S (2.400, -1.138, -0.489)  0.71
H (-1.315, 0.863, 0.133)  0.08
H (-1.219, 1.371, 1.822)  0.09
H (2.732, -1.060, -1.727)  -0.17

Summary:
* HOMO level: -7.84 eV
* 2S+1: 1
* total energy: -36116.0213 eV
* energy above the lowest of the compared OMol25 structures with the same formula, charge and spin: 2.104 eV

Molecular formula: C2H3NaO2Rb
Method: DFT, ωB97M-V/def2-TZVPD

Each line ends with the Löwdin charge.
Cartesian coordinates (Å):
O (-1.875, 1.543, 0.278)  0.01
C (-1.395, 0.424, 0.192)  -0.22
C (-0.235, -0.039, -0.659)  -0.44
O (0.848, -0.364, 0.140)  -0.49
Rb (1.781, -3.212, 1.264)  0.95
H (-0.041, 0.737, -1.429)  0.12
H (-0.637, -0.907, -1.227)  0.11
Na (2.428, 1.104, 0.182)  0.80
H (-0.875, 0.714, 1.258)  0.16

Summary:
* HOMO level (alpha / beta): -10.58 / -10.58 eV
* 2S+1: 1
* total energy: -11280.6687 eV
* charge: +1
* energy above the lowest of the compared OMol25 structures with the same formula, charge and spin: 2.753 eV

Molecular formula: C2H3O10P2Zr
Method: DFT, ωB97M-V/def2-TZVPD

Each line ends with the Mulliken spin population.
Cartesian coordinates (Å):
Zr (-0.041, -0.175, -0.928)  -0.03
P (-2.353, -0.922, -1.759)  0.00
O (-3.869, -1.109, -1.938)  0.00
O (-2.066, -0.028, -0.545)  0.00
O (-1.351, -0.051, -2.573)  0.00
O (-1.249, -1.855, -1.229)  0.00
P (1.981, 0.656, -2.338)  -0.04
O (3.516, 0.760, -2.278)  0.00
O (0.879, 1.480, -1.683)  0.02
O (1.963, 0.021, -0.912)  0.67
O (1.398, -0.768, -2.380)  0.38
C (0.225, 0.329, 3.360)  0.00
C (0.144, 0.218, 1.841)  0.00
O (-0.064, 1.199, 1.078)  0.00
O (0.165, -0.857, 1.254)  0.00
H (0.499, -0.662, 3.721)  0.00
H (-0.732, 0.650, 3.771)  0.00
H (0.956, 1.116, 3.542)  0.00

Summary:
* HOMO level (alpha / beta): -0.87 / -0.87 eV
* 2S+1: 2
* total energy: -42460.2116 eV
* charge: -2

Molecular formula: C2H3O2
Method: DFT, ωB97M-V/def2-TZVPD

Each line ends with the Löwdin charge.
Cartesian coordinates (Å):
C (-0.007, -0.794, 0.450)  0.18
C (2.124, 0.147, -0.464)  -0.01
O (2.731, 0.035, 0.503)  0.29
O (0.699, -0.602, -0.539)  0.10
H (-0.980, -1.318, 0.620)  0.16
H (0.302, -0.483, 1.430)  0.12
H (2.086, 0.522, -1.415)  0.15

Summary:
* HOMO level: -18.15 eV
* 2S+1: 1
* total energy: -6207.2740 eV
* charge: +1
* energy above the lowest of the compared OMol25 structures with the same formula, charge and spin: 0.628 eV

Molecular formula: C2H3O2S2
Method: DFT, ωB97M-V/def2-TZVPD

Each line ends with the Löwdin charge.
Cartesian coordinates (Å):
C (-0.074, -0.099, -0.306)  -0.06
C (-0.550, -1.619, -0.303)  -0.63
O (0.058, -2.511, -0.897)  0.00
O (-1.760, -1.771, 0.231)  -0.41
S (-3.449, 0.881, -0.450)  -0.20
S (-2.985, -0.438, 0.880)  0.16
H (-0.238, 0.375, 0.675)  0.05
H (-0.638, 0.369, -1.088)  0.02
H (0.996, -0.273, -0.549)  0.07

Summary:
* HOMO level: -2.93 eV
* 2S+1: 1
* total energy: -27889.3596 eV
* charge: -1
* energy above the lowest of the compared OMol25 structures with the same formula, charge and spin: 0.520 eV
* SMILES: CC(=O)OS[S-]

Molecular formula: C2H3O2S2
Method: DFT, ωB97M-V/def2-TZVPD

Each line ends with the Löwdin charge.
Cartesian coordinates (Å):
C (0.763, 0.506, -1.027)  -0.09
C (0.105, 0.787, 0.040)  -0.31
O (0.699, -1.540, 0.960)  -0.47
O (-0.866, -0.129, 2.304)  -0.46
S (-2.467, -1.480, -0.574)  -0.29
S (-0.481, -0.639, 1.007)  0.42
H (1.135, 1.120, -1.739)  0.01
H (1.220, -0.488, -1.354)  0.10
H (-0.108, 1.862, 0.384)  0.11

Summary:
* HOMO level: -3.94 eV
* 2S+1: 1
* total energy: -27886.4095 eV
* charge: -1
* energy above the lowest of the compared OMol25 structures with the same formula, charge and spin: 3.470 eV

Molecular formula: C2H3O2Se
Method: DFT, ωB97M-V/def2-TZVPD

Each line ends with the Löwdin charge.
Cartesian coordinates (Å):
C (-0.521, 0.272, 0.686)  -0.77
C (0.144, -0.734, -0.193)  -0.64
O (-0.144, 1.498, 0.519)  -0.01
O (-1.225, -0.084, 1.579)  0.05
Se (1.734, -0.074, -1.157)  0.16
H (-0.552, -0.823, -1.325)  0.11
H (0.302, -1.706, 0.328)  0.04
H (0.262, 1.652, -0.438)  0.06

Summary:
* HOMO level: -2.77 eV
* 2S+1: 1
* total energy: -71564.6336 eV
* charge: -1
* energy above the lowest of the compared OMol25 structures with the same formula, charge and spin: 0.814 eV

Molecular formula: C2H3O2Se
Method: DFT, ωB97M-V/def2-TZVPD

Each line ends with the Löwdin charge.
Cartesian coordinates (Å):
C (0.848, 0.340, -0.042)  -0.67
C (-0.187, -0.750, -0.211)  -0.60
O (0.294, 1.551, 0.250)  -0.05
O (2.063, 0.225, -0.141)  0.01
Se (-2.114, -0.222, -0.245)  0.15
H (-0.130, -1.371, 1.189)  0.17
H (-0.032, -1.388, -1.037)  -0.01
H (-0.741, 1.615, 0.238)  0.01

Summary:
* HOMO level: -3.02 eV
* 2S+1: 1
* total energy: -71564.0138 eV
* charge: -1
* energy above the lowest of the compared OMol25 structures with the same formula, charge and spin: 1.434 eV

Molecular formula: C2H3O2Tl
Method: DFT, ωB97M-V/def2-TZVPD

Each line ends with the Löwdin charge.
Cartesian coordinates (Å):
C (0.691, -0.684, -0.022)  -0.10
C (-0.757, -0.620, 0.093)  -0.46
O (-1.397, 0.561, 0.033)  -0.48
O (1.195, 0.554, -0.147)  -0.25
H (-1.027, -1.334, 0.909)  0.13
H (2.155, 0.557, -0.062)  0.11
Tl (-0.307, 2.309, 0.106)  0.88
H (-0.551, -1.342, -0.911)  0.17

Summary:
* HOMO level: -8.40 eV
* 2S+1: 1
* total energy: -10907.0987 eV
* energy above the lowest of the compared OMol25 structures with the same formula, charge and spin: 0.445 eV

Molecular formula: C2H3O2Y
Method: DFT, ωB97M-V/def2-TZVPD

Each line ends with the Mulliken spin population.
Cartesian coordinates (Å):
H (1.128, 1.569, 2.377)  -0.01
C (-0.485, 1.097, 0.789)  0.80
O (-1.373, 0.493, 0.240)  0.02
O (0.763, 0.806, 0.559)  0.05
C (1.777, 1.397, 1.445)  0.01
H (2.595, 0.676, 1.464)  0.00
H (2.012, 2.374, 1.019)  0.00
Y (-0.143, -1.096, -1.088)  0.13

Summary:
* HOMO level (alpha / beta): -25.00 / -25.61 eV
* 2S+1: 2
* total energy: -7220.5286 eV
* charge: +3
* energy above the lowest of the compared OMol25 structures with the same formula, charge and spin: 0.942 eV

Molecular formula: C2H3O2Zn
Method: DFT, ωB97M-V/def2-TZVPD

Each line ends with the Mulliken spin population.
Cartesian coordinates (Å):
O (0.818, -0.810, 2.034)  0.56
Zn (-0.846, 0.003, 1.343)  0.04
O (-0.265, -1.510, 2.389)  0.42
C (0.442, 0.216, -1.188)  0.02
C (-0.686, 0.587, -0.522)  -0.04
H (0.948, 0.868, -1.914)  0.00
H (0.761, -0.836, -1.200)  0.00
H (-1.172, 1.482, -0.943)  0.00

Summary:
* HOMO level (alpha / beta): -9.16 / -8.70 eV
* 2S+1: 2
* total energy: -54628.8793 eV
* energy above the lowest of the compared OMol25 structures with the same formula, charge and spin: 2.330 eV

Molecular formula: C2H3O3
Method: DFT, ωB97M-V/def2-TZVPD

Each line ends with the Löwdin charge.
Cartesian coordinates (Å):
C (0.084, 0.791, 1.356)  -0.63
C (-0.130, -0.523, -0.953)  -0.32
O (-0.589, 1.580, 1.891)  0.06
O (1.195, 0.277, 1.362)  -0.02
O (-0.883, 0.172, -0.069)  -0.24
H (-0.338, -1.609, -0.893)  0.06
H (0.924, -0.501, -0.719)  0.04
H (-0.264, -0.188, -1.975)  0.05

Summary:
* HOMO level: -4.04 eV
* 2S+1: 1
* total energy: -8266.0412 eV
* charge: -1
* energy above the lowest of the compared OMol25 structures with the same formula, charge and spin: 0.389 eV

Molecular formula: C2H3O3Rh
Method: DFT, ωB97M-V/def2-TZVPD

Each line ends with the Mulliken spin population.
Cartesian coordinates (Å):
O (-0.412, -1.313, 0.335)  0.17
C (-1.436, -0.846, -0.273)  0.62
C (-1.572, 0.669, -0.075)  0.13
O (-0.471, 1.347, 0.418)  0.28
Rh (0.899, 0.118, 0.673)  2.51
H (-2.469, 0.780, 0.580)  -0.02
H (-1.910, 1.048, -1.069)  -0.02
H (2.836, -0.275, -0.913)  0.00
O (2.567, 0.067, -0.050)  0.33

Summary:
* HOMO level (alpha / beta): -8.08 / -8.98 eV
* 2S+1: 5
* total energy: -11266.6191 eV
* energy above the lowest of the compared OMol25 structures with the same formula, charge and spin: 0.000 eV

Molecular formula: C2H3O3S
Method: DFT, ωB97M-V/def2-TZVPD

Each line ends with the Löwdin charge.
Cartesian coordinates (Å):
C (1.464, -0.611, 0.592)  -0.03
C (-0.637, 0.362, -0.074)  -0.25
O (-3.292, -1.337, -0.333)  -0.59
O (-3.562, 1.102, -0.089)  -0.59
O (0.279, -0.738, 0.073)  -0.27
S (-2.860, -0.106, 0.397)  0.66
H (1.949, -1.653, 0.404)  0.00
H (-0.374, 1.190, 0.489)  0.01
H (-0.519, 0.723, -1.106)  0.06

Summary:
* HOMO level: -3.47 eV
* 2S+1: 1
* total energy: -19097.1252 eV
* charge: -1
* energy above the lowest of the compared OMol25 structures with the same formula, charge and spin: 5.127 eV

Molecular formula: C2H3O3Sn
Method: DFT, ωB97M-V/def2-TZVPD

Each line ends with the Löwdin charge.
Cartesian coordinates (Å):
O (-1.242, 1.452, 0.057)  -0.08
C (-2.031, 0.520, -0.007)  -0.11
C (-1.654, -0.869, -0.060)  -0.24
O (-0.425, -1.219, 0.072)  -0.32
H (3.421, 0.614, -0.203)  0.11
H (-2.391, -1.579, -0.461)  0.14
Sn (0.936, 0.042, 0.198)  1.54
O (2.796, -0.111, -0.084)  -0.15
H (3.298, -0.935, -0.075)  0.12

Summary:
* HOMO level (alpha / beta): -12.25 / -12.65 eV
* 2S+1: 1
* total energy: -14084.0853 eV
* charge: +1
* energy above the lowest of the compared OMol25 structures with the same formula, charge and spin: 4.274 eV

Molecular formula: C2H3O3Yb
Method: DFT, ωB97M-V/def2-TZVPD

Each line ends with the Mulliken spin population.
Cartesian coordinates (Å):
O (1.899, 0.983, -0.500)  0.14
C (1.403, 1.834, -1.265)  0.67
C (-0.052, 1.604, -1.598)  0.14
O (-0.767, 0.967, -0.797)  0.02
H (-0.163, -2.717, 2.359)  0.00
H (-0.484, 2.032, -2.516)  0.00
Yb (0.339, -0.393, 0.658)  0.03
O (-0.615, -2.059, 1.817)  0.00
H (-1.560, -2.251, 1.842)  0.00

Summary:
* HOMO level (alpha / beta): -18.32 / -18.32 eV
* 2S+1: 2
* total energy: -39775.2651 eV
* charge: +2
* energy above the lowest of the compared OMol25 structures with the same formula, charge and spin: 0.000 eV

Molecular formula: C2H3O4S
Method: DFT, ωB97M-V/def2-TZVPD

Each line ends with the Löwdin charge.
Cartesian coordinates (Å):
C (-0.572, -0.851, 0.602)  -0.14
C (0.637, -0.057, 0.267)  -0.22
O (3.207, -0.890, 1.309)  -0.37
O (2.559, 1.344, 2.106)  -0.40
O (1.271, -0.569, 2.805)  -0.38
O (0.485, -1.345, -0.267)  -0.09
S (2.179, -0.042, 1.853)  0.44
H (-0.719, -1.313, 1.486)  0.05
H (-1.510, -0.718, 0.192)  0.06
H (0.636, 0.665, -0.453)  0.06

Summary:
* HOMO level: -4.39 eV
* 2S+1: 1
* total energy: -21146.8624 eV
* charge: -1
* energy above the lowest of the compared OMol25 structures with the same formula, charge and spin: 2.658 eV
* SMILES: O=S(=O)([O-])[C@@H]1CO1

Molecular formula: C2H3O4S
Method: DFT, ωB97M-V/def2-TZVPD

Each line ends with the Löwdin charge.
Cartesian coordinates (Å):
C (-0.363, -0.576, -0.358)  -0.50
C (0.813, 0.301, 0.199)  -0.19
O (-1.872, 1.123, -0.927)  -0.58
O (-0.175, -1.537, -1.092)  -0.03
O (-2.014, 0.455, 1.492)  -0.59
O (2.117, -0.336, 0.195)  -0.11
S (-2.082, -0.041, 0.062)  0.70
H (0.701, 0.689, 1.231)  0.11
H (0.848, 1.122, -0.587)  0.13
H (2.027, -1.200, -0.214)  0.06

Summary:
* HOMO level: -3.75 eV
* 2S+1: 1
* total energy: -21148.1659 eV
* charge: -1
* energy above the lowest of the compared OMol25 structures with the same formula, charge and spin: 1.355 eV
* SMILES: O=S(=O)=C([O-])CO

Molecular formula: C2H3O5S2
Method: DFT, ωB97M-V/def2-TZVPD

Each line ends with the Löwdin charge.
Cartesian coordinates (Å):
C (-0.325, 1.343, -0.643)  -0.32
C (-0.135, -2.484, 0.823)  0.00
O (-2.045, -2.972, -1.232)  -0.30
O (-1.541, 2.028, -2.763)  -0.55
O (-1.232, -1.029, -2.373)  -0.39
O (-2.482, -0.780, -0.254)  -0.38
O (-0.194, -1.770, -0.241)  -0.29
S (-1.644, 1.215, -1.563)  0.87
S (-1.670, -1.607, -1.099)  0.36
H (0.617, 1.922, -0.888)  0.05
H (-0.228, 0.434, -0.075)  -0.03
H (0.924, -2.518, 1.032)  -0.01

Summary:
* HOMO level: -5.07 eV
* 2S+1: 1
* total energy: -34027.5664 eV
* charge: -1
* energy above the lowest of the compared OMol25 structures with the same formula, charge and spin: 3.910 eV